[1]
C4H11N2O2 | ωB97M-V/def2-TZVPD

The spin multiplicity is 2. The total energy is -11397.632 eV. As for the orbital gap (alpha / beta): 3.548 / 8.261 eV. The expectation value of S² is 0.75. The value obtained for the LUMO energy (alpha / beta) is 0.000 / -0.007 hartree.

The geometry in XYZ format:
```
19
Properties=species:S:1:pos:R:3:forces:R:3
C 0.65303 -0.03575 -2.53601 -0.4 0.4 0.8
C -0.24701 0.78297 -1.60339 2.8 1.4 -1.1
C -1.38558 0.27499 -1.08806 -3.3 -2.0 0.4
N -2.25351 1.10259 -0.18776 2.0 -0.7 0.7
H 0.27818 -1.06371 -2.69398 0.1 0.5 0.0
H 0.81671 0.46520 -3.50105 -0.1 -0.2 0.1
H 1.61810 -0.10508 -2.03106 0.2 -0.3 -0.3
H 0.16159 1.75649 -1.29520 -0.3 -0.3 0.0
H -1.80340 -0.70632 -1.34905 0.0 0.7 0.3
H -1.84183 2.03788 -0.17460 -0.3 0.1 -0.2
H -3.24752 1.16126 -0.35743 -0.3 0.0 -0.4
H -2.10860 0.75932 0.78510 -0.5 0.4 -0.2
N 0.49531 -0.67259 2.21299 -0.6 0.6 -0.8
C 1.62598 -1.46371 2.35594 0.8 -0.9 -0.4
O 2.73655 -0.77653 2.83840 -0.9 -1.5 -0.8
O 1.67247 -2.65324 2.10291 0.0 1.7 0.8
H -0.31338 -1.21673 1.86357 1.0 0.5 0.1
H 0.63346 0.21809 1.68116 -0.2 -1.2 0.6
H 2.50945 0.13489 2.97751 -0.2 0.7 0.2
```
Forces are in eV/Å.

[2]
C4H11N2O2 | ωB97M-V/def2-TZVPD

The spin multiplicity is 1. The total energy is -11396.000 eV. As for the orbital gap: 11.061 eV. The value obtained for the LUMO energy is -0.097 hartree. Its charge is +1.

The geometry in XYZ format:
```
19
Properties=species:S:1:pos:R:3:forces:R:3
C -1.81239 1.24262 -0.63019 -0.6 0.0 0.4
C -0.33598 1.11649 -0.63544 -0.6 1.0 -0.2
C 0.53450 1.95693 -1.23945 1.0 0.3 -0.1
N 1.80246 1.53861 -0.88053 0.1 -0.5 -0.3
C 1.70438 0.44141 -0.15230 0.2 0.2 0.7
N 0.42068 0.22326 0.08431 0.0 -0.7 -0.6
H -2.18030 1.92409 -1.39436 0.3 -0.2 -0.4
H -2.16585 1.72900 0.28371 0.2 -0.3 0.2
H -2.31789 0.28417 -0.72998 0.0 0.0 0.0
H 0.47220 2.81804 -1.88166 -0.5 0.0 0.1
H 2.67836 1.93285 -1.18069 0.0 0.1 -0.1
H 2.51435 -0.14001 0.25285 0.0 0.0 -0.1
H 0.12304 -0.67084 0.48364 -0.2 -0.1 0.1
H 0.53994 -2.61207 1.76020 0.0 -0.7 -0.2
H 0.56176 -3.22328 0.25725 0.0 -0.3 0.5
O 0.55812 -2.44386 0.81603 0.5 1.0 -0.4
H -1.76330 -2.98930 2.05590 -0.1 -0.1 -0.1
H -2.72879 -1.82991 2.07227 -0.1 0.0 -0.1
O -2.01774 -2.21435 1.54569 -0.2 0.3 0.3
```
Forces are in eV/Å.

[3]
C4H11N2O2 | ωB97M-V/def2-TZVPD

The spin multiplicity is 1. The total energy is -11394.265 eV. As for the orbital gap: 10.407 eV. The value obtained for the LUMO energy is -0.123 hartree. Its charge is +1.

The geometry in XYZ format:
```
19
Properties=species:S:1:pos:R:3:forces:R:3
O 2.91287 0.94304 -2.30815 0.1 0.1 -0.1
C 2.02083 0.27842 -1.88219 0.0 -0.2 0.1
C 2.21776 -0.89593 -0.94678 -0.1 0.0 0.2
N 1.27382 -0.81426 0.19977 0.1 0.0 0.0
H 0.96438 0.48481 -2.16159 0.0 0.0 0.0
H 2.00723 -1.81651 -1.48893 0.0 0.0 -0.1
H 3.25536 -0.91772 -0.62013 0.0 0.0 0.0
H 1.14707 -1.74140 0.59456 0.1 0.0 0.0
H 1.70393 -0.26643 0.94013 0.0 0.0 0.0
O -2.91195 -0.74477 1.67135 0.0 -0.3 0.0
C -2.52496 0.36785 1.88456 -0.3 0.3 0.0
C -1.63264 1.08048 0.88781 0.2 0.0 0.3
N -1.25559 0.11392 -0.16800 0.3 0.1 -0.3
H -2.82571 0.94623 2.76997 0.0 0.0 0.0
H -2.16323 1.93623 0.47472 0.0 0.0 0.0
H -0.74711 1.45603 1.40632 0.0 0.0 -0.1
H -1.29944 0.53615 -1.09839 0.0 -0.1 0.2
H -0.21595 -0.28112 -0.02417 -0.3 0.1 -0.1
H -1.92667 -0.66500 -0.13087 0.0 0.0 0.1
```
Forces are in eV/Å.

[4]
C4H11N2OS | ωB97M-V/def2-TZVPD

The spin multiplicity is 1. The total energy is -20183.477 eV. As for the orbital gap: 10.205 eV. As for the SMILES: NC(=O)[C@@H]([NH3+])CCS. The value obtained for the LUMO energy is -0.119 hartree. Its charge is +1.

The geometry in XYZ format:
```
19
Properties=species:S:1:pos:R:3:forces:R:3
N 1.51497 -0.94802 1.93299 0.2 -0.1 -0.1
C 1.47935 0.09894 1.10150 0.1 0.2 -0.1
O 2.39144 0.87977 0.90864 0.1 0.1 0.0
C 0.15576 0.32814 0.38328 -0.5 -0.6 0.3
N 0.25408 1.65343 -0.25609 1.0 0.7 -0.4
C -0.09329 -0.73247 -0.68995 0.1 0.8 -0.4
C -1.44071 -0.66725 -1.44857 -0.1 -0.4 -0.2
S -2.73071 0.42377 -0.78964 0.2 0.0 0.0
H 2.41340 -1.16447 2.33915 -0.1 -0.1 0.1
H 0.80805 -1.66379 1.89205 0.1 0.0 0.2
H -0.62090 0.38702 1.13419 -0.3 0.0 0.0
H 0.25952 2.43477 0.40538 -0.4 -0.2 0.1
H -0.45196 1.80266 -0.97868 -0.2 0.0 0.2
H 1.20710 1.71828 -0.65280 -0.1 -0.1 0.0
H 0.02805 -1.72589 -0.27855 0.2 -0.1 0.2
H 0.72207 -0.55533 -1.40341 0.0 -0.5 0.0
H -1.27737 -0.41978 -2.49637 -0.1 0.4 0.1
H -1.87377 -1.66182 -1.50656 0.1 -0.1 0.1
H -2.74506 -0.18796 0.40345 -0.3 0.1 0.0
```
Forces are in eV/Å.

[5]
C4H11N2S | ωB97M-V/def2-TZVPD

The spin multiplicity is 1. The total energy is -18142.091 eV. As for the orbital gap: 5.693 eV. As for the SMILES: C[C@H](C[S-])NCN. The value obtained for the LUMO energy is 0.130 hartree. Its charge is -1.

The geometry in XYZ format:
```
18
Properties=species:S:1:pos:R:3:forces:R:3
C 0.67407 1.27437 -1.67626 -1.2 -0.2 0.4
C 0.47124 0.73376 -0.25881 0.3 0.2 -1.0
C 1.72196 0.03707 0.28622 0.2 0.3 1.4
S 3.33620 0.90427 0.33414 -0.1 0.2 -0.7
N -0.65691 -0.19056 -0.26226 0.2 -1.1 0.7
C -1.04124 -0.72970 1.02300 0.3 0.3 0.3
N -2.28677 -1.43705 0.84446 -0.8 0.0 -0.6
H -0.26128 1.77427 -1.97428 0.3 0.4 0.1
H 1.51917 1.95120 -1.65824 0.2 0.0 -0.3
H 0.73818 0.46044 -2.39920 0.6 -0.1 0.1
H 0.28852 1.59926 0.39529 -0.1 0.0 0.1
H 1.57026 -0.03452 1.36879 -0.4 -0.6 -0.1
H 1.78059 -0.97281 -0.11428 0.1 -0.1 -0.3
H -1.47788 -0.08767 -0.83232 0.1 0.9 -0.2
H -1.19375 0.07005 1.76371 -0.1 0.0 0.1
H -0.21535 -1.35032 1.38634 -0.1 -0.1 0.1
H -2.79315 -1.84579 1.61357 0.5 0.3 0.5
H -2.17385 -2.15628 0.16012 0.2 -0.4 -0.4
```
Forces are in eV/Å.

[6]
C4H11N2S | ωB97M-V/def2-TZVPD

The spin multiplicity is 1. The total energy is -18141.635 eV. As for the orbital gap: 5.859 eV. As for the SMILES: NCNCCC[S-]. The value obtained for the LUMO energy is 0.133 hartree. Its charge is -1.

The geometry in XYZ format:
```
18
Properties=species:S:1:pos:R:3:forces:R:3
N -1.65937 0.41748 1.84451 -0.6 0.9 0.7
C -0.34136 -0.14210 1.96361 0.2 -1.6 -1.0
N -0.06467 -1.23179 0.98942 0.2 0.4 0.8
C 0.74197 -0.84779 -0.17964 -0.2 -0.7 -0.3
C 0.37824 0.48518 -0.85706 1.5 0.5 1.0
C 0.54824 0.56210 -2.36980 1.2 0.1 0.0
S 2.24330 1.10059 -2.98252 -0.6 -0.3 0.5
H -2.42561 -0.22136 1.79771 0.0 -0.4 0.0
H -1.91823 1.28821 1.41940 0.7 0.0 -0.3
H 0.49891 0.54086 1.82953 -0.5 0.5 0.3
H -0.27852 -0.61133 2.94929 0.1 0.2 0.1
H -0.93755 -1.70308 0.81572 0.0 0.0 -0.6
H 1.78588 -0.91498 0.16287 -0.2 0.5 -0.3
H 0.69828 -1.63832 -0.93964 -0.3 -0.1 0.2
H 1.09892 1.20627 -0.42016 -0.5 0.1 -0.3
H -0.60297 0.81756 -0.52258 -0.3 -0.2 -0.2
H 0.37310 -0.43022 -2.79533 -0.5 0.2 -0.2
H -0.13856 1.32271 -2.70533 -0.5 -0.1 -0.5
```
Forces are in eV/Å.

[7]
C4H11N2S | ωB97M-V/def2-TZVPD

The spin multiplicity is 1. The total energy is -18130.999 eV. As for the orbital gap: 8.464 eV. The value obtained for the LUMO energy is -0.166 hartree. Its charge is +1.

The geometry in XYZ format:
```
18
Properties=species:S:1:pos:R:3:forces:R:3
C 0.52106 0.97406 -1.52239 3.4 2.6 -2.3
C -0.27985 0.13857 -1.05853 -3.2 -2.5 1.1
C 2.44285 -0.84321 0.46812 1.5 -0.7 1.8
C -2.36793 -0.09941 0.02825 -1.0 2.7 2.2
N 1.25686 -0.03572 0.81879 -3.7 -2.2 0.0
N -1.32682 -0.58288 -0.76218 1.9 0.1 -2.4
S -1.77861 1.23636 1.15774 -0.1 -0.4 0.5
H 0.36214 1.78298 -2.27213 -0.7 -0.9 0.4
H 1.59228 0.87867 -1.29090 -0.7 0.2 0.1
H 2.18894 -1.64280 -0.35310 0.7 1.8 1.5
H 3.31436 -0.11018 0.24322 -1.7 -1.2 -0.5
H 2.95010 -1.38529 1.40635 -1.4 0.7 -1.9
H -3.03752 0.54584 -0.52312 -0.7 -0.9 -0.8
H -2.84061 -0.84828 0.63786 -0.2 -0.4 -0.2
H 1.28096 0.76695 1.40259 1.1 0.8 0.4
H 0.26955 -0.42809 1.13394 3.4 -0.1 -0.6
H -1.69162 -1.28996 -1.41564 1.1 0.0 0.1
H -2.85616 0.94239 1.90112 0.2 0.4 0.4
```
Forces are in eV/Å.

[8]
C4H11N2S2 | ωB97M-V/def2-TZVPD

The spin multiplicity is 1. The total energy is -28967.173 eV. As for the orbital gap: 7.877 eV. The value obtained for the LUMO energy is -0.122 hartree. Its charge is +1.

The geometry in XYZ format:
```
19
Properties=species:S:1:pos:R:3:forces:R:3
C 1.27403 -0.49231 0.14147 -1.2 1.1 3.8
C 1.12185 0.19689 1.96265 1.3 -0.9 -3.0
C -1.74723 0.18811 -1.18124 0.3 -0.6 1.6
C -1.20054 -0.73435 -0.00858 -0.7 -1.3 -0.9
N -0.65868 1.11157 -1.62237 2.2 -0.6 -0.9
N 0.13698 -1.18139 -0.32032 1.4 -2.2 -0.7
S 1.32460 1.26918 0.55521 -0.2 -0.6 -0.1
S 2.43779 0.08060 3.09268 0.0 -0.2 0.7
H 2.20505 -0.98586 -0.04596 0.4 0.0 0.1
H 0.19994 0.10530 2.46490 -1.2 0.0 0.0
H -2.23039 -0.38765 -1.92841 0.4 -0.6 -1.2
H -2.57466 0.68719 -0.74783 -0.5 1.4 0.4
H -1.91137 -1.66554 0.00869 1.3 1.9 0.2
H -1.16441 -0.24081 0.98406 -0.6 -0.1 -0.6
H -0.02059 0.80044 -2.44108 -0.9 -1.0 2.2
H -0.76669 1.99374 -2.09956 -1.8 1.0 0.8
H -0.08071 1.25669 -0.64564 -0.4 0.4 -1.8
H 0.36101 -2.23514 -0.28684 -1.0 2.4 0.0
H 3.29402 0.23331 2.11816 1.1 0.1 -0.4
```
Forces are in eV/Å.

[9]
C4H11N2SSn | ωB97M-V/def2-TZVPD

The spin multiplicity is 1. The total energy is -23964.154 eV. As for the orbital gap: 8.958 eV. The value obtained for the LUMO energy is -0.133 hartree. Its charge is +1.

The geometry in XYZ format:
```
19
Properties=species:S:1:pos:R:3:forces:R:3
C -0.32962 0.27663 -2.15747 -1.6 -0.5 0.0
Sn 0.05484 -1.28294 -0.90858 -1.2 -2.3 -0.1
N -1.44148 -1.85253 0.72315 0.2 0.8 0.7
H 1.32778 -2.36500 -0.55147 -0.1 0.5 0.0
H -0.80138 -1.76500 1.48261 -0.5 -0.2 1.4
H -1.45190 -2.11102 -1.31810 0.8 -0.3 -1.8
H -0.37973 -0.25942 -3.08125 -0.1 0.2 -1.0
H 0.37570 1.03798 -2.13218 1.0 1.6 -0.2
H -1.37027 0.56062 -1.86216 0.9 0.1 -0.4
H -2.05511 -1.03584 0.62524 0.0 -0.8 0.5
H -1.90958 -2.76226 0.59687 0.4 0.9 0.2
S 0.49441 2.99517 1.05221 1.5 -1.3 0.5
C 1.91761 2.01229 1.44294 -0.4 -1.3 0.1
C 1.67332 0.64900 1.24764 -1.5 3.0 -1.0
N 0.39963 0.44840 0.64906 0.1 1.2 1.6
C -0.31876 1.59213 0.59833 0.5 -1.6 -0.2
H 2.85367 2.42497 1.83402 -0.6 0.0 -0.2
H 2.34036 -0.17355 1.46669 -0.1 0.1 -0.2
H -1.37950 1.61036 0.29246 0.9 0.0 0.0
```
Forces are in eV/Å.

[10]
C4H11N3 | ωB97M-V/def2-TZVPD

The spin multiplicity is 1. The total energy is -8791.483 eV. As for the orbital gap: 8.520 eV. The value obtained for the LUMO energy is 0.038 hartree.

The geometry in XYZ format:
```
18
Properties=species:S:1:pos:R:3:forces:R:3
C 1.75910 -0.60047 0.30982 1.8 1.6 0.5
C -2.14754 -1.06207 0.31055 -0.1 0.0 0.1
C -1.63879 1.28215 -0.26561 0.1 0.0 0.0
C 2.64337 0.19528 -0.63656 0.1 -0.2 0.2
N -1.15698 -0.05285 0.01390 0.4 0.3 0.8
N 0.01833 -0.18761 0.83336 -2.8 -0.3 -0.1
N 0.78649 0.79587 0.92709 0.8 -1.8 -1.2
H 2.24940 -0.91978 1.22211 0.0 -0.1 0.0
H 1.34945 -1.46037 -0.22035 -0.5 0.4 0.1
H -2.84478 -0.74314 1.09925 0.1 0.0 0.0
H -2.14961 1.30187 -1.23052 0.0 0.0 0.1
H -2.33028 1.64251 0.50939 0.0 -0.1 0.0
H -1.63692 -1.96791 0.64124 0.0 0.1 0.0
H -2.73296 -1.29332 -0.58420 0.1 0.0 0.1
H -0.77446 1.94967 -0.29114 -0.1 0.0 0.0
H 2.06872 0.55944 -1.48829 0.0 0.0 0.0
H 3.41968 -0.47935 -1.00836 0.0 0.0 -0.1
H 3.11777 1.04008 -0.14167 0.0 0.0 0.0
```
Forces are in eV/Å.

[11]
C4H11N3 | ωB97M-V/def2-TZVPD

The spin multiplicity is 1. The total energy is -8795.350 eV. As for the orbital gap: 9.177 eV. As for the SMILES: N/C=C/N.C=CN. The value obtained for the LUMO energy is 0.037 hartree.

The geometry in XYZ format:
```
18
Properties=species:S:1:pos:R:3:forces:R:3
N -1.98873 1.13866 -1.27067 0.1 -0.1 -0.1
C -1.56314 -0.18911 -1.25888 0.6 -0.1 -0.1
C -0.46615 -0.65222 -1.86212 -0.3 0.0 0.2
N -0.15548 -2.05433 -1.78359 0.1 0.1 -0.2
H -1.23147 1.79876 -1.35207 0.1 0.1 -0.1
H -2.54810 1.37540 -0.47715 -0.3 0.1 0.3
H -2.18152 -0.90513 -0.73384 -0.1 0.1 0.0
H 0.17554 0.00996 -2.44048 0.0 0.1 0.0
H 0.79435 -2.18452 -1.45393 0.0 0.0 0.1
H -0.17220 -2.46359 -2.71146 -0.1 -0.1 0.0
C 0.45650 -0.01982 2.70422 0.1 0.3 0.0
C 1.44464 0.82683 2.41924 -0.1 -0.3 -0.1
N 2.04746 0.97044 1.16782 -0.2 0.0 0.2
H 0.08809 -0.71499 1.96044 -0.1 0.0 0.0
H -0.01484 0.00153 3.67473 0.0 -0.1 0.0
H 1.83239 1.50345 3.17191 0.0 0.0 0.0
H 1.80255 0.24452 0.50981 0.1 0.0 0.0
H 3.03793 1.13170 1.21748 0.1 0.0 -0.1
```
Forces are in eV/Å.

[12]
C4H11N3 | ωB97M-V/def2-TZVPD

The spin multiplicity is 1. The total energy is -8792.488 eV. As for the orbital gap: 9.354 eV. As for the SMILES: C=C(N)N(C)NC. The value obtained for the LUMO energy is 0.036 hartree.

The geometry in XYZ format:
```
18
Properties=species:S:1:pos:R:3:forces:R:3
C 0.41484 -0.85023 -1.81666 0.1 0.8 0.0
C 0.59819 -0.66451 -0.51800 3.5 -6.1 2.4
N 1.49480 -1.82547 0.23130 -0.6 0.7 -2.2
N 0.10351 -0.03435 0.55165 -3.7 5.8 -2.7
C 0.98691 0.59906 1.52755 0.2 -0.1 0.2
N -0.71897 1.12796 -0.27850 0.7 -2.1 2.5
C -2.14866 0.98982 -0.24676 -0.3 0.4 -0.1
H -0.11403 -0.13805 -2.42349 -0.3 0.0 0.0
H 0.92681 -1.66169 -2.30540 0.1 -0.1 0.1
H 1.08968 -2.74500 0.09026 -0.1 0.3 -0.3
H 1.73098 -1.78317 1.21567 -0.5 0.8 -0.2
H 0.53804 1.54503 1.82415 0.0 -0.1 -0.1
H 1.03843 -0.02938 2.41804 0.1 0.0 0.0
H 1.99743 0.75650 1.14315 0.0 0.1 0.0
H -0.21689 1.87795 -0.74055 0.0 -0.5 0.4
H -2.48769 0.16190 0.37702 0.5 -0.1 0.1
H -2.60506 0.79723 -1.22753 0.2 0.1 -0.1
H -2.62832 1.87641 0.17809 -0.1 0.1 -0.1
```
Forces are in eV/Å.

Energy relative to the best compared isomer or geometry (same formula, charge and spin) in kJ/mol, matching the order above: 265.6 11.9 179.3 18.9 97.2 141.2 436.2 286.9 0.0 592.1 218.9 495.1